This record from OMol25 describes 2 unconnected molecules or ions with the total composition CH5S3 at a distorted geometry. The level of theory is ωB97M-V/def2-TZVPD.

The geometry in XYZ format:
```
9
CH5S3 ωB97M-V/def2-TZVPD
S -3.409 -0.401 -0.332
H -4.231 0.271 0.596
C 2.160 -0.257 -0.187
S 1.282 1.288 0.024
S -0.523 0.340 0.652
H 1.796 -1.002 0.653
H 3.159 -0.145 0.040
H 2.196 -0.563 -1.282
H -2.430 0.470 -0.165
```

Calculated values
Multiplicity: 2
LUMO (alpha / beta), eV: 0.212 / -2.171
HOMO-LUMO gap (alpha / beta), eV: 9.25 / 7.14
Energy above the lowest of the compared OMol25 structures with the same formula, charge and spin, kcal per mole: 21.4
HOMO energy (alpha / beta), eV: -9.035 / -9.308
Charge: 0

natural (NBO) atomic charge list, values in e, 5 entries: -0.293 0.154 -0.786 0.237 -0.160